Record 1
{"formula": "C34H46BiN11O2S", "method": "the ωB97M-V functional and the def2-TZVPD basis", "molar_mass_g_mol": 881.86, "total_charge": 2, "energy_ha": -2688.42397, "elements": ["Bi", "C", "C", "N", "N", "C", "O", "C", "C", "C", "C", "C", "C", "C", "C", "C", "C", "C", "N", "H", "H", "H", "H", "H", "H", "H", "H", "H", "H", "H", "H", "N", "C", "C", "C", "C", "N", "H", "H", "H", "H", "H", "H", "H", "H", "H", "H", "H", "H", "C", "N", "C", "C", "N", "C", "S", "H", "H", "H", "H", "H", "H", "N", "C", "C", "C", "C", "C", "N", "C", "H", "H", "H", "H", "C", "N", "C", "C", "C", "N", "C", "C", "O", "H", "H", "H", "H", "H", "H", "H", "H", "H", "H", "H", "H"], "coordinates": [[-0.292, -0.110, 0.052], [0.277, 4.652, 0.136], [0.418, 3.174, 0.294], [-0.556, 2.346, 0.210], [-1.836, 2.825, 0.064], [-2.691, 1.877, 0.345], [-2.377, 0.652, 0.669], [-4.131, 2.222, 0.318], [-5.007, 1.588, 1.199], [-6.354, 1.919, 1.195], [-6.831, 2.868, 0.300], [-5.961, 3.495, -0.584], [-4.611, 3.183, -0.569], [1.734, 2.582, 0.661], [2.891, 3.348, 0.675], [4.073, 2.777, 1.118], [4.072, 1.455, 1.527], [2.880, 0.755, 1.464], [1.736, 1.299, 1.055], [-0.770, 4.913, 0.025], [0.693, 5.177, 0.997], [0.819, 4.989, -0.752], [-4.623, 0.855, 1.899], [-7.029, 1.445, 1.896], [-7.882, 3.126, 0.296], [-6.335, 4.234, -1.279], [-3.922, 3.675, -1.242], [2.862, 4.380, 0.354], [4.983, 3.363, 1.153], [4.970, 0.974, 1.890], [2.837, -0.289, 1.761], [1.199, -2.290, 0.170], [1.696, -3.181, 1.244], [0.622, -3.565, 2.255], [0.357, -2.549, 3.379], [-0.776, -1.546, 3.186], [-0.333, -0.327, 2.448], [0.622, -2.843, -0.461], [1.965, -1.905, -0.383], [2.517, -2.667, 1.752], [2.116, -4.088, 0.804], [0.932, -4.503, 2.715], [-0.306, -3.776, 1.718], [1.281, -2.000, 3.604], [0.123, -3.106, 4.287], [-1.141, -1.231, 4.165], [-1.610, -1.989, 2.643], [0.585, -0.053, 2.786], [-0.972, 0.441, 2.646], [-4.167, -4.711, 0.101], [-4.551, -3.309, -0.021], [-5.854, -2.834, -0.057], [-5.789, -1.492, -0.155], [-4.445, -1.170, -0.189], [-3.695, -2.275, -0.091], [-1.987, -2.428, -0.125], [-5.029, -5.326, -0.140], [-3.838, -4.925, 1.117], [-3.359, -4.930, -0.591], [-6.704, -3.492, -0.026], [-6.560, -0.745, -0.193], [-4.056, -0.238, -0.105], [-4.700, -1.434, -5.113], [-3.589, -1.325, -4.846], [-2.207, -1.213, -4.456], [-1.164, -1.621, -5.281], [0.129, -1.520, -4.801], [0.337, -1.031, -3.521], [-0.664, -0.623, -2.731], [-1.906, -0.709, -3.201], [-1.372, -2.010, -6.269], [0.970, -1.823, -5.410], [1.332, -0.960, -3.097], [-2.705, -0.368, -2.552], [4.971, -1.379, -0.800], [4.791, -0.123, -1.506], [5.972, 0.393, -2.199], [5.847, 1.890, -2.372], [4.561, 2.175, -3.112], [3.433, 1.523, -2.447], [2.123, 2.041, -2.797], [3.546, 0.369, -1.734], [2.530, -0.193, -1.270], [5.779, -1.274, -0.075], [5.231, -2.188, -1.487], [4.060, -1.642, -0.273], [6.081, -0.097, -3.172], [6.845, 0.134, -1.602], [6.696, 2.283, -2.928], [5.830, 2.371, -1.391], [4.634, 1.828, -4.148], [4.355, 3.246, -3.141], [2.086, 3.111, -2.582], [1.356, 1.532, -2.224], [1.916, 1.902, -3.862]]}



Record 2
{"formula": "C44H123N9O17", "method": "the ωB97M-V functional and the def2-TZVPD basis", "molar_mass_g_mol": 1050.51, "energy_ha": -3521.70076, "de_lowest_kcal_mol": 104.4, "elements": ["C", "C", "C", "O", "C", "N", "H", "H", "H", "H", "H", "H", "H", "H", "H", "H", "H", "C", "C", "C", "O", "C", "N", "H", "H", "H", "H", "H", "H", "H", "H", "H", "H", "H", "C", "C", "C", "O", "C", "N", "H", "H", "H", "H", "H", "H", "H", "H", "H", "H", "H", "C", "C", "C", "O", "C", "N", "H", "H", "H", "H", "H", "H", "H", "H", "H", "H", "H", "C", "C", "C", "O", "C", "N", "H", "H", "H", "H", "H", "H", "H", "H", "H", "H", "H", "C", "C", "C", "O", "C", "N", "H", "H", "H", "H", "H", "H", "H", "H", "H", "H", "H", "C", "C", "C", "O", "C", "N", "H", "H", "H", "H", "H", "H", "H", "H", "H", "H", "H", "C", "C", "C", "O", "C", "N", "H", "H", "H", "H", "H", "H", "H", "H", "H", "H", "H", "C", "C", "C", "O", "C", "N", "H", "H", "H", "H", "H", "H", "H", "H", "H", "H", "H", "C", "C", "O", "O", "H", "H", "H", "H", "H", "H", "C", "C", "O", "O", "H", "H", "H", "H", "H", "H", "C", "C", "O", "O", "H", "H", "H", "H", "H", "H", "C", "C", "O", "O", "H", "H", "H", "H", "H", "H"], "coordinates": [[-21.356, -26.672, -12.189], [-20.346, -25.650, -11.742], [-18.957, -26.275, -11.367], [-17.933, -25.415, -10.895], [-16.653, -25.974, -10.844], [-20.045, -24.732, -12.799], [-20.966, -27.208, -13.054], [-22.328, -26.211, -12.366], [-21.447, -27.445, -11.426], [-20.704, -25.125, -10.857], [-18.563, -26.591, -12.333], [-18.949, -27.082, -10.635], [-16.481, -26.254, -11.883], [-16.480, -26.907, -10.307], [-15.825, -25.357, -10.496], [-20.678, -23.951, -12.889], [-19.162, -24.242, -12.834], [-14.848, -21.665, -17.709], [-15.585, -21.157, -16.548], [-17.025, -21.596, -16.392], [-17.720, -20.777, -15.442], [-19.058, -21.280, -15.179], [-14.806, -21.646, -15.389], [-13.825, -21.310, -17.830], [-15.383, -21.360, -18.608], [-14.756, -22.751, -17.711], [-15.578, -20.067, -16.538], [-17.162, -22.571, -15.925], [-17.603, -21.492, -17.310], [-19.573, -20.480, -14.647], [-19.145, -22.228, -14.649], [-19.640, -21.455, -16.084], [-14.992, -21.057, -14.590], [-13.843, -21.375, -15.532], [-24.279, -28.638, -7.940], [-25.303, -27.485, -7.628], [-25.447, -26.423, -8.711], [-24.192, -25.775, -8.979], [-24.212, -25.039, -10.206], [-26.645, -28.014, -7.274], [-24.357, -29.003, -8.964], [-24.547, -29.501, -7.332], [-23.244, -28.345, -7.764], [-24.901, -26.944, -6.771], [-26.199, -25.690, -8.418], [-25.953, -26.834, -9.585], [-23.531, -24.191, -10.137], [-25.098, -24.440, -10.418], [-23.921, -25.745, -10.984], [-27.239, -27.283, -6.909], [-26.545, -28.674, -6.516], [-17.746, -30.920, -12.287], [-16.585, -30.164, -11.562], [-16.297, -30.758, -10.147], [-17.474, -30.728, -9.294], [-17.258, -31.400, -8.110], [-15.369, -30.199, -12.371], [-18.730, -30.742, -11.853], [-17.671, -32.006, -12.226], [-17.637, -30.684, -13.345], [-16.684, -29.099, -11.349], [-15.504, -30.268, -9.582], [-16.015, -31.776, -10.414], [-16.463, -30.946, -7.519], [-17.030, -32.464, -8.163], [-18.148, -31.386, -7.481], [-14.631, -29.628, -11.983], [-15.572, -29.825, -13.287], [-24.214, -32.976, -7.693], [-22.869, -33.035, -6.841], [-21.696, -32.479, -7.736], [-22.017, -31.178, -8.350], [-20.933, -30.607, -9.103], [-23.119, -32.238, -5.666], [-25.159, -33.118, -7.169], [-24.125, -33.686, -8.515], [-24.326, -32.007, -8.180], [-22.687, -34.085, -6.610], [-21.742, -33.099, -8.631], [-20.712, -32.681, -7.313], [-20.500, -31.257, -9.864], [-20.036, -30.625, -8.484], [-21.105, -29.585, -9.440], [-23.308, -31.276, -5.910], [-22.262, -32.149, -5.139], [-13.815, -21.058, -11.990], [-13.304, -22.160, -11.040], [-14.201, -22.197, -9.711], [-14.164, -21.009, -8.949], [-12.884, -20.708, -8.461], [-13.254, -23.416, -11.832], [-13.620, -20.086, -11.538], [-14.886, -21.139, -12.178], [-13.279, -21.125, -12.937], [-12.274, -22.038, -10.707], [-13.795, -22.956, -9.042], [-15.194, -22.467, -10.072], [-12.628, -19.653, -8.561], [-12.021, -21.331, -8.696], [-12.976, -20.849, -7.384], [-14.169, -23.785, -12.048], [-12.871, -23.237, -12.749], [-10.581, -26.126, -11.427], [-11.274, -26.206, -10.015], [-10.885, -25.113, -9.074], [-11.426, -25.446, -7.769], [-11.614, -24.287, -6.964], [-12.666, -26.239, -10.361], [-9.505, -26.217, -11.282], [-10.827, -25.147, -11.839], [-10.908, -26.926, -12.091], [-11.082, -27.122, -9.456], [-11.195, -24.131, -9.432], [-9.802, -25.095, -8.944], [-12.147, -24.534, -6.046], [-12.318, -23.583, -7.407], [-10.705, -23.740, -6.714], [-12.865, -25.455, -10.965], [-13.071, -25.887, -9.505], [-24.884, -31.047, -10.945], [-24.572, -30.492, -12.315], [-23.583, -29.324, -12.281], [-23.320, -28.573, -13.477], [-24.407, -27.920, -14.098], [-23.904, -31.551, -13.058], [-25.161, -32.100, -10.921], [-25.676, -30.478, -10.459], [-24.054, -30.930, -10.248], [-25.474, -30.193, -12.849], [-22.628, -29.601, -11.833], [-23.932, -28.564, -11.582], [-24.188, -27.646, -15.130], [-24.650, -27.023, -13.530], [-25.284, -28.568, -14.103], [-23.678, -31.177, -13.969], [-23.031, -31.813, -12.622], [-20.349, -23.004, -7.305], [-20.133, -23.644, -8.673], [-19.322, -22.928, -9.783], [-19.886, -21.619, -9.930], [-19.392, -20.770, -10.947], [-19.287, -24.805, -8.315], [-20.965, -22.106, -7.256], [-19.457, -22.642, -6.795], [-20.765, -23.699, -6.575], [-21.131, -23.948, -8.987], [-19.448, -23.406, -10.754], [-18.243, -22.946, -9.633], [-19.729, -21.042, -11.948], [-18.312, -20.624, -10.919], [-19.868, -19.808, -10.760], [-19.888, -25.481, -7.866], [-18.975, -25.230, -9.177], [-23.304, -22.822, -13.341], [-23.279, -23.422, -14.756], [-24.543, -23.897, -15.130], [-22.085, -22.455, -12.863], [-23.688, -23.609, -12.691], [-24.062, -22.052, -13.196], [-22.497, -24.182, -14.774], [-23.058, -22.715, -15.555], [-24.641, -23.845, -16.084], [-22.229, -21.851, -12.131], [-20.584, -27.600, -15.607], [-21.232, -26.225, -15.882], [-20.340, -25.165, -15.475], [-19.911, -28.040, -16.747], [-21.395, -28.303, -15.419], [-19.814, -27.561, -14.837], [-22.131, -26.157, -15.270], [-21.547, -25.990, -16.898], [-20.411, -25.074, -14.522], [-20.530, -27.860, -17.459], [-16.814, -25.521, -15.479], [-15.317, -25.453, -15.320], [-14.900, -24.394, -14.434], [-17.237, -26.684, -16.176], [-17.172, -24.738, -16.148], [-17.431, -25.401, -14.588], [-14.797, -25.329, -16.270], [-14.855, -26.248, -14.735], [-14.964, -23.540, -14.866], [-18.187, -26.782, -16.080], [-14.138, -27.946, -6.983], [-15.052, -27.380, -8.039], [-14.721, -25.986, -8.108], [-12.710, -27.987, -7.308], [-14.396, -28.985, -6.776], [-14.269, -27.473, -6.009], [-16.095, -27.546, -7.770], [-14.890, -28.008, -8.915], [-15.466, -25.403, -7.943], [-12.396, -27.082, -7.367]]}



What did we get for Kohn-Sham gap? Answer: 7.6591; 9.0820 eV, in the order shown.